CH2N2P2 as an isolated structure at a distorted geometry, computed with ωB97M-V/def2-TZVPD.

## Properties
- Energy above the lowest of the compared OMol25 structures with the same formula, charge and spin: 1.296 eV
- LUMO energy: -1.1 eV
- Net charge: 0
- E: -22625.6615 eV

Cartesian coordinates (Å):
C1 0.88334 -0.39308 -0.64926
N1 0.46172 -0.19929 0.60980
N2 0.01964 1.88576 -0.76239
P1 0.72367 1.00940 -1.83141
P2 -0.02867 1.30145 0.79101
H1 1.14440 -1.40963 -1.08541
H2 -1.50407 1.05249 0.80436

Atoms 1-3, force components in eV/Å:
C -0.39 -1.42 1.01
N 1.65 -3.87 -3.67
N -0.88 2.04 0.36

Atom-resolved charges from natural (NBO), all expressed in e:
1 C -0.28
2 N -0.75
3 N -1.19
4 P 0.95
5 P 1.07
6 H 0.20
7 H 0.01

A 2-piece molecular cluster, CH2N2S overall at a distorted geometry, computed with ωB97M-V/def2-TZVPD.

## Properties
- Energy above the lowest of the compared OMol25 structures with the same formula, charge and spin: 2.857 eV
- LUMO energy: -1.7 eV
- Net charge: 0
- E: -14880.7237 eV

Cartesian coordinates (Å):
C1 -1.49574 0.03248 0.03818
N1 1.02371 1.06350 0.00246
N2 -2.37958 -0.69296 0.15884
S1 1.97601 0.00834 -0.27473
H1 -0.60958 0.60401 -0.33106
H2 1.48519 -1.01536 0.40631

Atoms 1-3, force components in eV/Å:
C 0.08 -0.11 -1.38
N -0.66 2.79 -0.04
N 0.19 0.25 0.40

Atom-resolved charges from natural (NBO), all expressed in e:
1 C 0.05
2 N -0.73
3 N -0.34
4 S 0.80
5 H 0.24
6 H -0.02

An isolated ion of composition CH2N3 and charge +1 at a distorted geometry, computed with ωB97M-V/def2-TZVPD.

## Properties
- Energy above the lowest of the compared OMol25 structures with the same formula, charge and spin: 2.077 eV
- LUMO energy: -7.4 eV
- SMILES string: [H]/N=C/[N+]#N
- Net charge: +1
- E: -5529.0971 eV

Cartesian coordinates (Å):
H1 -1.61886 0.97383 -0.11559
N1 -0.58143 0.86495 0.01401
C1 -0.22070 -0.33150 -0.01484
N2 1.15111 -0.30057 0.10630
N3 2.15921 0.08097 -0.03153
H2 -0.88934 -1.28769 0.04165

Atoms 1-3, force components in eV/Å:
H 0.99 -0.06 0.30
N -1.77 0.26 -0.66
C -4.57 -0.85 0.83

Atom-resolved charges from natural (NBO), all expressed in e:
1 H 0.41
2 N -0.38
3 C 0.12
4 N 0.11
5 N 0.44
6 H 0.30

An isolated ion of composition CH2N3O2 and charge +1 at a distorted geometry, computed with ωB97M-V/def2-TZVPD.

## Properties
- Energy above the lowest of the compared OMol25 structures with the same formula, charge and spin: 4.883 eV
- LUMO energy (alpha / beta): -8.6 / -8.6 eV
- SMILES string: O=[N+]1OC12NN2
- Net charge: +1
- E: -9617.1391 eV

Cartesian coordinates (Å):
O1 -2.60256 0.46269 -0.04815
N1 -1.53919 0.03527 0.06369
O2 -0.96606 -1.24929 -0.18122
C1 -0.17990 -0.12591 0.01620
N2 0.99604 0.58767 -0.69391
N3 0.92552 0.33537 0.67269
H1 1.68079 0.04703 -1.04406
H2 1.68536 -0.09283 1.21475

Atoms 1-3, force components in eV/Å:
O 1.36 -0.75 0.44
N -2.35 -0.02 -0.99
O -1.60 -0.41 0.06

Atom-resolved charges from natural (NBO), all expressed in e:
1 O 0.06
2 N 0.53
3 O -0.19
4 C 0.53
5 N -0.31
6 N -0.42
7 H 0.36
8 H 0.45

One molecule with the formula CH2N3O2P at a distorted geometry, computed with ωB97M-V/def2-TZVPD.

## Properties
- Energy above the lowest of the compared OMol25 structures with the same formula, charge and spin: 0.652 eV
- LUMO energy: -0.6 eV
- SMILES string: N#CP(N)[N+](=O)[O-]
- Net charge: 0
- E: -18919.5114 eV

Cartesian coordinates (Å):
N1 1.13993 2.20417 0.87429
C1 0.95359 1.40775 0.12538
P1 -0.00335 0.05905 -1.04117
N2 -1.39446 0.23358 -0.35582
N3 0.79611 -1.14508 0.06803
O1 0.43254 -1.30591 1.20683
O2 1.78005 -1.57057 -0.47876
H1 -1.50695 -0.34252 0.53292
H2 -2.19746 0.45954 -0.93168

Atoms 1-3, force components in eV/Å:
N 1.26 4.34 3.95
C -1.96 -5.40 -5.27
P 3.92 2.21 -0.68

Results of the natural (NBO) charge analysis, in e, for atoms 1 through 8:
1 N -0.34
2 C -0.08
3 P 1.16
4 N -1.22
5 N 0.31
6 O -0.37
7 O -0.35
8 H 0.45

CH2N3O2P as an isolated structure at a distorted geometry, computed with ωB97M-V/def2-TZVPD.

## Properties
- Energy above the lowest of the compared OMol25 structures with the same formula, charge and spin: 1.036 eV
- LUMO energy (alpha / beta): -1.6 / -1.6 eV
- Net charge: 0
- E: -18919.1275 eV

Cartesian coordinates (Å):
C1 1.25960 0.91664 0.09851
N1 1.96266 1.55494 -0.54833
N2 0.48984 -1.27631 1.19002
N3 -2.04124 0.51432 -1.62010
O1 -1.54371 0.06384 -0.54186
O2 -1.61417 1.42199 -2.24870
P1 -0.05366 0.32031 1.15545
H1 1.11830 -1.70396 0.49010
H2 0.42237 -1.81178 2.02490

Atoms 1-3, force components in eV/Å:
C -0.71 0.52 0.00
N 0.45 -0.08 -0.12
N 0.39 0.99 -0.94

Results of the natural (NBO) charge analysis, in e, for atoms 1 through 8:
1 C -0.16
2 N -0.22
3 N -1.13
4 N 0.38
5 O -0.53
6 O -0.34
7 P 1.16
8 H 0.43

One molecule with the formula CH2N4 at a distorted geometry, computed with ωB97M-V/def2-TZVPD.

## Properties
- Energy above the lowest of the compared OMol25 structures with the same formula, charge and spin: 1.846 eV
- LUMO energy: 1.1 eV
- SMILES string: c1nn[nH]n1
- Net charge: 0
- E: -7028.0994 eV

Cartesian coordinates (Å):
C1 -0.63860 -0.77764 -0.17725
N1 -1.11238 0.28885 0.41335
N2 -0.14486 1.12495 0.59266
N3 0.80316 0.59426 -0.06715
N4 0.60264 -0.61976 -0.52612
H1 -1.21050 -1.68076 -0.17113
H2 1.70053 1.07010 -0.06436

Atoms 1-3, force components in eV/Å:
C -0.66 -0.97 -0.10
N -2.69 0.81 2.62
N -1.49 0.74 -0.80

Atom-resolved charges from natural (NBO), all expressed in e:
1 C 0.10
2 N -0.29
3 N -0.03
4 N -0.14
5 N -0.26
6 H 0.21
7 H 0.41

One molecule with the formula CH2N4 at a distorted geometry, computed with ωB97M-V/def2-TZVPD.

## Properties
- Energy above the lowest of the compared OMol25 structures with the same formula, charge and spin: 6.242 eV
- LUMO energy: 0.3 eV
- SMILES string: C1n2nnn21
- Net charge: 0
- E: -7023.7031 eV

Cartesian coordinates (Å):
C1 -0.63948 -0.23592 0.39786
N1 0.80164 -0.14936 0.48404
N2 1.30732 1.04831 -0.18720
N3 0.77766 0.73999 -1.27981
N4 0.13193 -0.48181 -0.75643
H1 -0.96465 -1.37188 0.74940
H2 -1.41441 0.45067 0.59214

Atoms 1-3, force components in eV/Å:
C -0.64 -3.82 1.24
N 1.05 0.26 1.88
N -1.02 -0.94 0.03

Atom-resolved charges from natural (NBO), all expressed in e:
1 C -0.10
2 N -0.15
3 N -0.02
4 N -0.02
5 N -0.17
6 H 0.24
7 H 0.23

One molecule with the formula CH2N4O at a distorted geometry, computed with ωB97M-V/def2-TZVPD.

## Properties
- Energy above the lowest of the compared OMol25 structures with the same formula, charge and spin: 2.261 eV
- LUMO energy: -0.1 eV
- SMILES string: Oc1nnn[nH]1
- Net charge: 0
- E: -9074.0375 eV

Cartesian coordinates (Å):
O1 1.22121 -0.20639 -1.36049
C1 0.48410 0.11438 -0.24136
N1 0.32211 1.51172 -0.05261
N2 -0.81837 1.48976 0.75110
N3 -1.27966 0.41613 1.09672
N4 -0.60263 -0.56684 0.38124
H1 1.57229 -1.13206 -0.99690
H2 -0.89906 -1.62670 0.42229

Atoms 1-3, force components in eV/Å:
O 0.52 -4.29 3.87
C -2.72 4.38 -1.51
N -1.76 -5.91 1.09

Atom-resolved charges from natural (NBO), all expressed in e:
1 O -0.61
2 C 0.54
3 N -0.30
4 N -0.05
5 N -0.04
6 N -0.47
7 H 0.48
8 H 0.45

One molecule with the formula CH2N4O, computed with ωB97M-V/def2-TZVPD.

## Properties
- Energy above the lowest of the compared OMol25 structures with the same formula, charge and spin: 1.089 eV
- LUMO energy: 0.1 eV
- SMILES string: O=c1nn[nH][nH]1
- Net charge: 0
- E: -9075.2088 eV

Cartesian coordinates (Å):
O1 2.14701 -0.51606 0.03713
C1 0.94026 -0.46987 0.07195
N1 -0.04573 -1.49971 -0.04599
N2 -1.17471 -0.94848 -0.11773
N3 -1.06837 0.40306 -0.17198
N4 0.23708 0.71518 0.18552
H1 -1.82780 0.88502 0.30502
H2 0.79226 1.43086 -0.26392

Atoms 1-3, force components in eV/Å:
O -0.65 -0.61 0.08
C 0.87 0.02 0.01
N -0.12 0.14 0.13

Atom-resolved charges from natural (NBO), all expressed in e:
1 O -0.57
2 C 0.68
3 N -0.26
4 N 0.06
5 N -0.25
6 N -0.47
7 H 0.40
8 H 0.42